Run A
C3H14NO4 | wB97M-V/def2-TZVPD

The geometry in ORCA input format:
```
! RIJCOSX wB97M-V def2-TZVPD def2/J DEFGRID3
* xyz 1 1
O -0.2055 0.7794 2.7288
O -1.6119 -3.1466 -1.2576
O 2.1849 0.2248 1.3999
O 3.0863 1.9560 -0.6699
N -1.2080 -0.0590 0.3691
C -0.4690 -1.0762 0.1375
C -1.3567 0.9020 -1.8789
C -1.8222 0.7199 -0.6426
H 3.6605 2.6890 -0.4241
H -1.8331 1.5524 -2.6022
H -0.2145 -1.4727 -0.8467
H -0.4024 0.5821 -2.3058
H -2.7863 1.1775 -0.4002
H 2.6858 2.1490 -1.5208
H -1.2460 0.3238 1.3217
H -0.3046 0.6630 3.6835
H -0.0855 -1.7673 0.9013
H -1.9321 -3.6271 -2.0295
H 2.5649 -0.5424 0.9551
H -1.9622 -3.6684 -0.5244
H 2.4760 0.9670 0.8360
H 0.7814 0.6737 2.7697
*
```

Atom charges from the Löwdin analysis, given in e for atoms 1 to 8: atom 1 (O): -0.069, atom 2 (O): -0.054, atom 3 (O): -0.065, atom 4 (O): -0.039, atom 5 (N): 0.061, atom 6 (C): 0.130, atom 7 (C): 0.078, atom 8 (C): -0.127

***

Run B
C3H14NO4 | wB97M-V/def2-TZVPD

The geometry in ORCA input format:
```
! RIJCOSX wB97M-V def2-TZVPD def2/J DEFGRID3
* xyz 1 1
O -0.0368 -1.8021 -2.6875
O 1.3216 3.8629 0.0389
O -2.8374 -1.0889 -0.8105
O 2.1847 -1.8685 0.8469
N -0.0326 -0.6424 -0.1887
C 0.2736 -0.5064 1.2534
C 0.1224 0.9442 1.6824
C 1.6969 -1.0082 1.5148
H 0.9302 1.5265 1.2264
H 1.8120 4.2093 -0.7188
H 0.7094 -1.7850 -3.3119
H -0.3216 -1.1844 1.8606
H 0.3462 -1.4993 -0.6088
H 0.4824 4.3231 -0.1012
H -0.8084 1.4227 1.3740
H -1.0560 -0.7308 -0.2987
H -3.5720 -0.6481 -1.2605
H 0.1353 1.0625 2.7616
H 2.1392 -0.5842 2.4339
H -2.9648 -2.0193 -1.0324
H 0.2620 0.1441 -0.7648
H -0.7864 -2.1276 -3.2088
*
```

Atom charges from the Löwdin analysis, given in e for atoms 1 to 8: atom 1 (O): -0.049, atom 2 (O): -0.065, atom 3 (O): -0.041, atom 4 (O): 0.109, atom 5 (N): 0.204, atom 6 (C): -0.295, atom 7 (C): -0.034, atom 8 (C): -0.194

***

Which of them is most stable? Easy: run B.

***

Run A
C2H4N2S2 | wB97M-V/def2-TZVPD

Results
SMILES string: [S-][N+]1=NCSC1

The geometry in ORCA input format:
```
! RIJCOSX wB97M-V def2-TZVPD def2/J DEFGRID3
* xyz 0 1
S -2.6597 0.1294 0.0058
S 1.5840 0.6371 -0.0124
N -0.4917 -1.1363 0.0254
N -1.0656 -0.0392 -0.0485
C 1.0644 -1.0861 0.0377
C -0.1678 1.1728 -0.0385
H -0.5265 1.8413 0.7239
H 1.2682 -1.7013 0.8418
H 1.5087 -1.7010 -0.7410
H -0.5140 1.8833 -0.7942
*
```

Atom charges from the Löwdin analysis, given in e for atoms 1 to 8: atom 1 (S): 0.591, atom 2 (S): 0.864, atom 3 (N): -0.006, atom 4 (N): -0.788, atom 5 (C): -0.442, atom 6 (C): -0.472, atom 7 (H): 0.063, atom 8 (H): 0.041

***

Run B
C2H4N2S2 | wB97M-V/def2-TZVPD

Results
SMILES string: N/N=C\C(=S)S

The geometry in ORCA input format:
```
! RIJCOSX wB97M-V def2-TZVPD def2/J DEFGRID3
* xyz 0 1
S 2.9441 -0.2526 -0.2701
S 0.7647 1.7745 0.1048
N -0.7810 -0.9532 0.1061
N -1.5518 0.0179 -0.4912
C 0.4278 -0.8606 0.4979
C 1.4582 0.1788 0.0822
H -2.4879 -0.3280 -0.7078
H 0.9392 -1.8876 0.8127
H -0.4876 1.3222 0.6001
H -1.2257 0.9887 -0.7346
*
```

Atom charges from the Löwdin analysis, given in e for atoms 1 to 8: atom 1 (S): 0.693, atom 2 (S): 0.782, atom 3 (N): -0.056, atom 4 (N): -0.049, atom 5 (C): -0.319, atom 6 (C): -1.256, atom 7 (H): 0.101, atom 8 (H): 0.132

***

Which of them is most stable? Easy: run B.

***

Run A
C2H4N2S2 | wB97M-V/def2-TZVPD

Results
SMILES string: S=NN=S.C=C

The geometry in ORCA input format:
```
! RIJCOSX wB97M-V def2-TZVPD def2/J DEFGRID3
* xyz 0 1
S 1.7300 -2.0557 0.2006
S 2.0326 1.9635 -0.3071
N 1.7884 -0.6581 -0.1559
N 1.8287 0.4956 -0.1341
C -1.0716 -0.1344 0.6937
C -1.3395 0.3446 -0.5133
H -1.6958 -0.4582 -1.1432
H -1.2137 -1.1897 0.6717
H -1.4270 1.3804 -0.9092
H -0.6321 0.3120 1.5970
*
```

Atom charges from the Löwdin analysis, given in e for atoms 1 to 8: atom 1 (S): 0.714, atom 2 (S): 0.655, atom 3 (N): -0.685, atom 4 (N): -0.657, atom 5 (C): -0.125, atom 6 (C): -0.093, atom 7 (H): 0.045, atom 8 (H): 0.019

***

Run B
C2H4N2S2 | wB97M-V/def2-TZVPD

Results
SMILES string: SN1CN=CS1

The geometry in ORCA input format:
```
! RIJCOSX wB97M-V def2-TZVPD def2/J DEFGRID3
* xyz 0 1
S -2.1305 0.3695 -0.4547
S 0.2051 2.0388 0.2522
N -0.6412 0.4980 0.4134
N 1.3794 -0.0518 -0.6332
C 1.3825 1.1740 -0.7076
C 0.3535 -0.5926 0.0763
H 2.2153 1.6075 -1.3177
H -2.7144 1.4426 0.1422
H 0.8494 -1.0192 0.9706
H -0.3608 -1.3717 -0.3749
*
```

Atom charges from the Löwdin analysis, given in e for atoms 1 to 8: atom 1 (S): 0.681, atom 2 (S): 0.857, atom 3 (N): -0.827, atom 4 (N): -0.036, atom 5 (C): -0.505, atom 6 (C): -0.372, atom 7 (H): 0.101, atom 8 (H): -0.134

***

Run C
C2H4N2S2 | wB97M-V/def2-TZVPD

Results
SMILES string: [H]/N=C/S.N=C=S

The geometry in ORCA input format:
```
! RIJCOSX wB97M-V def2-TZVPD def2/J DEFGRID3
* xyz 0 1
S 1.1818 -1.0186 0.2246
S 1.5491 3.8240 -1.9417
N -1.0093 2.8638 -1.3990
N -0.7832 -2.3026 1.1033
C 0.1796 3.1837 -1.6011
C 0.4481 -2.3195 1.1634
H -0.0096 -0.4406 0.0440
H -1.2490 2.0407 -0.8247
H -1.4108 -3.0044 1.3883
H 1.1033 -2.8266 1.8430
*
```

Atom charges from the Löwdin analysis, given in e for atoms 1 to 8: atom 1 (S): 0.718, atom 2 (S): 0.731, atom 3 (N): 0.078, atom 4 (N): -0.015, atom 5 (C): -0.885, atom 6 (C): -0.654, atom 7 (H): -0.144, atom 8 (H): 0.076

***

Which of them is most stable? Easy: run C.

***

Run A
C21H22FN3OS | wB97M-V/def2-TZVPD

Results
SMILES string: Cc1ccc(/C=C/C(=O)NC(=S)N2CCN(c3ccc(F)cc3)CC2)cc1

The geometry in ORCA input format:
```
! RIJCOSX wB97M-V def2-TZVPD def2/J DEFGRID3
* xyz 0 1
S 1.1910 3.4706 -0.9073
F 9.0710 -1.1088 -1.3335
O -0.9264 0.4945 1.3433
N 4.0726 -0.2961 0.8741
N -0.4065 1.4169 -0.6819
N 1.7202 1.2087 0.3117
C 0.8447 1.9445 -0.3760
C 6.8606 -1.8514 -0.9480
C -3.5793 0.0808 0.4493
C 3.7090 0.8627 1.6523
C -7.6469 -0.7306 -0.5130
C -6.7972 -0.1843 -1.4707
C -2.6198 0.6218 -0.3166
C 6.3489 0.4946 0.4356
C 5.3250 -0.4516 0.3082
C 2.9291 1.8520 0.7936
C -5.8097 -0.7364 1.0451
C -5.4765 0.0850 -1.1811
C -7.1303 -1.0026 0.7493
C -1.2734 0.8198 0.2265
C -4.9530 -0.1851 0.0871
C 1.6160 -0.2175 0.5236
C -9.0728 -1.0383 -0.8440
C 7.8464 -0.8954 -0.7966
C 2.9398 -0.9188 0.2067
C 5.6145 -1.6282 -0.3988
C 7.5999 0.2753 -0.1070
H 7.0721 -2.7613 -1.4872
H -7.1825 0.0334 -2.4567
H 8.3800 1.0134 -0.0063
H 0.8512 -0.6193 -0.1426
H -2.7938 0.9277 -1.3370
H -9.1425 -2.0297 -1.2934
H 4.5950 1.3372 2.0657
H -4.8455 0.5101 -1.9462
H -9.4695 -0.3196 -1.5576
H 3.1007 -0.8985 -0.8797
H -0.8456 1.9145 -1.4478
H -7.7739 -1.4264 1.5069
H 4.8633 -2.3928 -0.5067
H -9.6912 -1.0300 0.0503
H 1.2974 -0.4235 1.5501
H 6.1849 1.4286 0.9476
H 2.6543 2.7464 1.3619
H -3.2958 -0.1864 1.4610
H -5.4269 -0.9521 2.0322
H 3.0900 0.5388 2.4956
H 3.5384 2.1738 -0.0609
H 2.8426 -1.9664 0.5187
*
```

Atom charges from the Löwdin analysis, given in e for atoms 1 to 8: atom 1 (S): 0.669, atom 2 (F): 0.043, atom 3 (O): 0.072, atom 4 (N): -0.096, atom 5 (N): 0.071, atom 6 (N): -0.091, atom 7 (C): -0.813, atom 8 (C): -0.011

***

Run B
C21H22FN3OS | wB97M-V/def2-TZVPD

Results
SMILES string: Cc1ccsc1C(=O)[C@@H]1CCCN(Cc2cc(F)ccc2-n2cccn2)C1

The geometry in ORCA input format:
```
! RIJCOSX wB97M-V def2-TZVPD def2/J DEFGRID3
* xyz 0 1
S 2.4765 1.5854 3.8378
F 0.6019 0.5274 -5.0069
O 3.0637 0.6251 0.0773
N -4.4279 -0.3910 -1.2504
N -3.5193 -1.2009 -1.7956
N -1.1390 0.7034 0.1756
C 0.7175 -0.7246 1.8555
C -1.0979 -1.0368 -4.5522
C -2.4501 -0.7271 -2.5754
C -1.9525 1.1740 -0.9339
C -2.1321 -1.4384 -3.7306
C 3.9831 1.8758 4.5916
C 2.5117 0.8380 1.1397
C 3.2609 1.2148 2.3280
C -1.4529 -0.6398 0.6169
C -5.2932 -1.1686 -0.6354
C 1.0121 0.6815 1.3172
C 4.6349 1.3256 2.4402
C -0.6982 0.8257 -3.0691
C 0.2863 0.8722 -0.0162
C 5.0305 1.7031 3.7414
C -0.3967 0.1036 -4.2072
C -1.7265 0.4205 -2.2265
C -4.9430 -2.5200 -0.7749
C 5.5889 1.0796 1.3271
C -3.7996 -2.5004 -1.5334
C -0.7915 -0.9012 1.9673
H -3.0000 1.0976 -0.6373
H 6.6145 1.1810 1.6725
H -1.1856 -0.1919 2.6963
H -6.1290 -0.7413 -0.1181
H 5.4067 1.7830 0.5160
H 1.1910 -0.8658 2.8291
H -0.8460 -1.5807 -5.4481
H 1.1289 -1.4642 1.1638
H -3.1662 -3.2962 -1.8691
H 0.7058 0.1627 -0.7490
H -2.7153 -2.3074 -3.9949
H -2.5367 -0.7228 0.7216
H -5.4527 -3.3735 -0.3783
H 0.4719 1.8860 -0.3793
H -0.1248 1.7109 -2.8430
H -1.0309 -1.9119 2.3020
H -1.1108 -1.4040 -0.1060
H 0.6373 1.4172 2.0344
H -1.7098 2.2283 -1.0891
H 6.0576 1.8418 4.0295
H 4.0091 2.1604 5.6252
H 5.4373 0.0839 0.9138
*
```

Atom charges from the Löwdin analysis, given in e for atoms 1 to 8: atom 1 (S): 1.070, atom 2 (F): 0.064, atom 3 (O): 0.097, atom 4 (N): 0.073, atom 5 (N): -0.111, atom 6 (N): -0.142, atom 7 (C): -0.154, atom 8 (C): 0.000

***

Which of them is most stable? Easy: run A.

***

Run A
C3H8N2 | wB97M-V/def2-TZVPD

Results
SMILES string: [H]/N=C/N.C=C

The geometry in ORCA input format:
```
! RIJCOSX wB97M-V def2-TZVPD def2/J DEFGRID3
* xyz 0 1
N -1.1697 1.0617 -1.6244
N -1.7530 -0.0060 0.3183
C 2.3869 -0.6756 0.5539
C -1.0750 0.0524 -0.8771
C 1.6459 -0.2321 1.5627
H -0.4218 -0.7973 -1.0750
H 2.2690 -0.3055 -0.4592
H -2.3465 0.7952 0.4748
H 0.9685 0.5940 1.4370
H -0.5279 1.0655 -2.4074
H -2.1744 -0.8769 0.5998
H 3.1189 -1.4541 0.6885
H 1.6918 -0.7393 2.5207
*
```

Atom charges from the Löwdin analysis, given in e for atoms 1 to 8: atom 1 (N): 0.060, atom 2 (N): 0.059, atom 3 (C): -0.087, atom 4 (C): -0.414, atom 5 (C): -0.081, atom 6 (H): 0.108, atom 7 (H): 0.039, atom 8 (H): 0.086

***

Run B
C3H8N2 | wB97M-V/def2-TZVPD

The geometry in ORCA input format:
```
! RIJCOSX wB97M-V def2-TZVPD def2/J DEFGRID3
* xyz 0 1
N 0.8689 -0.3823 -1.4605
N 0.2932 0.9637 -1.8435
C -0.0915 -0.6579 1.4922
C -0.3615 0.5453 0.5642
C -0.2655 0.1294 -0.8428
H -0.1960 -1.5104 0.9183
H 0.9061 -0.6323 1.9797
H 0.0001 0.8204 -2.7887
H -1.2703 -0.8204 -1.1481
H 0.4671 1.3323 0.8407
H 1.5927 -0.2076 -0.7940
H -0.7117 -0.7178 2.2909
H -1.2317 1.1377 0.7915
*
```

Atom charges from the Löwdin analysis, given in e for atoms 1 to 8: atom 1 (N): 0.021, atom 2 (N): 0.052, atom 3 (C): -0.091, atom 4 (C): -0.228, atom 5 (C): -0.524, atom 6 (H): 0.039, atom 7 (H): 0.090, atom 8 (H): 0.078

***

Which of them is most stable? Easy: run A.

***

Run A
C3H8N2 | wB97M-V/def2-TZVPD

Results
SMILES string: C/C(N)=C/N

The geometry in ORCA input format:
```
! RIJCOSX wB97M-V def2-TZVPD def2/J DEFGRID3
* xyz 0 1
N -0.4347 -1.5176 -0.4107
N 0.9658 -0.1477 1.6968
C 0.1967 -0.2982 -0.6208
C 0.7853 0.3745 0.4044
C -0.7627 1.0007 -1.0632
H -1.4582 1.3814 -0.3112
H -1.1906 -1.7357 -1.0409
H -1.3559 0.5340 -1.8491
H 1.0147 -1.1555 1.7336
H -0.1715 1.7966 -1.5085
H -0.6253 -1.8040 0.5420
H 1.2970 1.3085 0.2274
H 1.7394 0.2629 2.2002
*
```

Atom charges from the Löwdin analysis, given in e for atoms 1 to 8: atom 1 (N): 0.038, atom 2 (N): 0.060, atom 3 (C): -0.344, atom 4 (C): -0.239, atom 5 (C): -0.068, atom 6 (H): 0.063, atom 7 (H): 0.074, atom 8 (H): 0.042

***

Run B
C3H8N2 | wB97M-V/def2-TZVPD

Results
SMILES string: C=NN(C)C

The geometry in ORCA input format:
```
! RIJCOSX wB97M-V def2-TZVPD def2/J DEFGRID3
* xyz 0 1
N 0.2298 0.1787 0.0951
N -0.0692 -0.0032 -1.1430
C 1.5631 0.7691 0.2579
C -1.1088 -0.5814 -1.6481
C -0.7047 -0.2574 1.1078
H -1.9023 -1.0142 -1.0008
H -0.2798 0.1864 2.0762
H -1.1085 -0.7824 -2.7816
H 1.5005 1.9523 0.2989
H -1.7799 0.1168 0.9641
H 2.0358 0.4019 1.3163
H -0.5213 -1.4011 1.2254
H 2.1453 0.4346 -0.7679
*
```

Atom charges from the Löwdin analysis, given in e for atoms 1 to 8: atom 1 (N): -0.363, atom 2 (N): -0.098, atom 3 (C): -0.090, atom 4 (C): -0.090, atom 5 (C): -0.093, atom 6 (H): 0.038, atom 7 (H): 0.089, atom 8 (H): 0.071

***

Run C
C3H8N2 | wB97M-V/def2-TZVPD

Results
SMILES string: [H]/N=C(/C)NC

The geometry in ORCA input format:
```
! RIJCOSX wB97M-V def2-TZVPD def2/J DEFGRID3
* xyz 0 1
N -0.3379 -0.8987 -0.2606
N 2.0384 -0.9118 0.0527
C 0.9143 -0.2942 -0.1228
C -1.5818 -0.1866 0.0411
C 0.8277 1.2527 -0.0457
H -1.9623 0.4274 -0.8171
H 0.3808 1.7003 -0.9985
H 1.7575 -1.9289 -0.0797
H -1.4892 0.4078 0.9218
H 1.8603 1.6077 -0.0613
H -0.4205 -1.9404 0.2701
H -2.4264 -0.9165 0.1962
H 0.4391 1.6812 0.9037
*
```

Atom charges from the Löwdin analysis, given in e for atoms 1 to 8: atom 1 (N): -0.080, atom 2 (N): 0.083, atom 3 (C): -0.524, atom 4 (C): -0.148, atom 5 (C): -0.059, atom 6 (H): 0.089, atom 7 (H): 0.100, atom 8 (H): 0.053

***

Which of them is most stable? Easy: run C.